## one
A 3-piece molecular cluster, C4H12NO2 overall. Source: OMol25; level of theory: ωB97M-V/def2-TZVPD.

Geometry as ORCA input:
```
! wB97M-V def2-TZVPD RIJCOSX def2/J DEFGRID3
* xyz 1 1
C -1.339 1.465 -0.527
C -0.383 1.630 0.572
C 0.437 0.734 1.203
N -0.988 -1.303 1.061
C 0.286 -0.720 1.329
H -2.374 1.493 -0.122
H -1.168 0.521 -1.031
H -1.373 2.320 -1.200
H -0.182 2.673 0.819
H 1.303 1.217 1.640
H -1.106 -2.182 1.564
H 0.484 -1.037 2.358
H 1.036 -1.232 0.653
H 2.679 -0.604 -2.183
H 1.318 -0.337 -1.408
O 2.278 -0.058 -1.489
H 0.219 -1.791 -2.034
H -1.120 -1.568 0.067
O -0.008 -1.222 -1.274
*
```

E_LUMO: -0.3441 hartree

Atom charges from the Löwdin analysis, given in e for atoms 1 to 8: -0.015 0.007 0.031 0.147 -0.186 0.145 0.054 0.116

---

## two
A 2-piece molecular cluster, C4H12NO2 overall. Source: OMol25; level of theory: ωB97M-V/def2-TZVPD.

Geometry as ORCA input:
```
! wB97M-V def2-TZVPD RIJCOSX def2/J DEFGRID3
* xyz 1 1
C -1.276 -1.122 -0.462
C -0.384 -0.687 -1.526
C 0.253 0.716 -1.349
C -0.313 1.583 -0.320
O -0.751 1.087 0.677
N -0.362 -1.733 0.622
H -1.939 -0.386 0.030
H -1.993 -1.911 -0.847
H 0.573 -1.399 -1.709
H -0.828 -0.769 -2.612
H 1.333 0.690 -1.511
H 0.133 1.270 -2.365
H -0.191 2.703 -0.427
H 0.322 -1.007 0.977
H 0.288 -2.494 0.213
H -0.853 -2.230 1.310
H 2.778 0.294 2.476
H 1.522 1.210 2.101
O 2.215 0.565 1.817
*
```

E_LUMO: -0.1206 hartree

Atom charges from the Löwdin analysis, given in e for atoms 1 to 8: -0.176 -0.202 -0.164 -0.245 0.016 0.193 0.132 0.155

---

## three
A 2-piece molecular cluster, C4H12NO2 overall. Source: OMol25; level of theory: ωB97M-V/def2-TZVPD.

Geometry as ORCA input:
```
! wB97M-V def2-TZVPD RIJCOSX def2/J DEFGRID3
* xyz 1 1
O 1.558 1.565 1.156
C 1.395 1.077 0.072
C 0.190 0.278 -0.398
N -0.682 -0.075 0.765
C -2.182 -0.451 0.511
C -0.618 1.077 -1.415
H 2.206 1.216 -0.669
H 0.693 -0.541 -0.916
H -0.724 0.746 1.372
H -0.325 -0.943 1.157
H -2.528 0.163 -0.299
H -2.192 -1.499 0.212
H -2.648 -0.368 1.486
H -1.257 1.822 -0.954
H -0.049 1.734 -2.092
H -1.055 0.381 -2.129
H 2.802 -2.555 1.299
H 3.014 -1.754 0.052
O 2.403 -1.874 0.789
*
```

E_LUMO: -0.1157 hartree

Atom charges from the Löwdin analysis, given in e for atoms 1 to 8: 0.105 -0.222 -0.291 0.076 0.065 -0.039 0.150 0.154

---

## four
A 2-piece molecular cluster, C4H12NO2 overall. Source: OMol25; level of theory: ωB97M-V/def2-TZVPD.

Geometry as ORCA input:
```
! wB97M-V def2-TZVPD RIJCOSX def2/J DEFGRID3
* xyz 1 1
O 2.512 -0.863 -0.664
C 2.191 -0.477 0.427
C 0.806 0.151 0.637
N 0.018 -0.177 -0.575
C 0.107 0.769 -1.767
C 0.158 -0.367 1.903
H 2.931 -0.485 1.240
H 1.000 1.225 0.667
H -0.992 -0.305 -0.420
H 0.411 -1.048 -0.944
H 0.310 1.766 -1.397
H 0.824 0.366 -2.466
H -0.853 0.736 -2.268
H 0.122 -1.456 1.925
H 0.716 -0.046 2.784
H -0.823 0.078 2.081
H -3.518 0.483 -0.930
H -3.112 -0.294 0.326
O -2.808 -0.057 -0.558
*
```

E_LUMO: -0.1199 hartree

Atom charges from the Löwdin analysis, given in e for atoms 1 to 8: 0.096 -0.163 -0.286 0.028 0.045 -0.024 0.151 0.163

---

The calculated energies rank the structures as follows, beginning with the most stable: four, three, two, one.

---

## one
The molecule C4H11NOS. Source: OMol25; level of theory: ωB97M-V/def2-TZVPD.

Geometry as ORCA input:
```
! wB97M-V def2-TZVPD RIJCOSX def2/J DEFGRID3
* xyz 0 1
O -2.877 -0.222 1.405
C -1.588 -0.847 1.330
N -0.581 -0.135 0.571
C 0.037 -0.851 -0.547
C 1.290 -0.130 -1.168
C 1.834 1.045 -0.305
S 1.107 2.522 -0.944
H -3.395 -0.736 0.789
H -1.247 -1.031 2.346
H -1.759 -1.830 0.872
H -0.998 0.704 0.178
H 0.344 -1.857 -0.238
H -0.693 -1.024 -1.339
H 0.871 0.199 -2.123
H 2.062 -0.876 -1.311
H 2.926 1.065 -0.383
H 1.633 0.714 0.711
H 1.034 3.292 0.156
*
```

SMILES: OCNCCCS
E_LUMO: 0.0316 hartree

Atom charges from the Löwdin analysis, given in e for atoms 1 to 8: -0.046 -0.289 -0.067 -0.235 -0.258 -0.610 0.728 0.071

---

## two
The molecule C4H11NOS. Source: OMol25; level of theory: ωB97M-V/def2-TZVPD.

Geometry as ORCA input:
```
! wB97M-V def2-TZVPD RIJCOSX def2/J DEFGRID3
* xyz 0 1
N -1.623 -1.343 -0.745
C -0.339 -0.673 -0.583
C 0.538 -0.801 -1.819
O 0.813 -2.186 -2.001
C -0.564 0.786 -0.202
C -0.712 0.987 1.304
S 0.858 1.540 2.129
H -2.309 -0.698 -1.110
H -1.544 -2.163 -1.331
H 0.192 -1.185 0.217
H 1.466 -0.235 -1.695
H 0.019 -0.417 -2.713
H 1.530 -2.294 -2.638
H 0.290 1.362 -0.565
H -1.479 1.146 -0.664
H -0.927 0.055 1.807
H -1.439 1.766 1.510
H 1.510 1.881 1.016
*
```

SMILES: N[C@@H](CO)CCS
E_LUMO: 0.0286 hartree

Atom charges from the Löwdin analysis, given in e for atoms 1 to 8: 0.055 -0.416 -0.236 -0.069 -0.236 -0.517 0.673 0.065

---

The calculated energies rank the structures as follows, beginning with the most stable: two, one.

---

## one
An isolated ion of composition C3H6N and charge +1. Source: OMol25; level of theory: ωB97M-V/def2-TZVPD.

Geometry as ORCA input:
```
! wB97M-V def2-TZVPD RIJCOSX def2/J DEFGRID3
* xyz 1 1
C 1.431 0.079 -0.018
N 0.057 0.154 -0.156
C -1.025 0.531 -0.700
C -1.281 -0.324 0.507
H 1.957 1.098 -0.096
H 1.957 -0.417 -0.765
H 1.759 -0.410 0.955
H -1.631 0.744 -1.688
H -1.563 -0.077 1.585
H -1.661 -1.379 0.377
*
```

SMILES: C[N+]1=CC1
E_LUMO: -0.2076 hartree

Atom charges from the Löwdin analysis, given in e for atoms 1 to 8: -0.012 -0.016 0.120 0.046 0.155 0.084 0.144 0.210

---

## two
An isolated ion of composition C3H6N and charge +1. Source: OMol25; level of theory: ωB97M-V/def2-TZVPD.

Geometry as ORCA input:
```
! wB97M-V def2-TZVPD RIJCOSX def2/J DEFGRID3
* xyz 1 1
C -1.373 -0.270 0.266
C -0.241 0.280 -0.319
C 1.211 -0.391 -0.027
N 2.373 -0.007 0.237
H -1.207 -0.282 1.334
H -2.284 -0.633 -0.276
H -0.290 0.446 -1.433
H 0.000 1.212 0.179
H 1.122 -1.509 -0.116
H 2.517 0.992 0.317
*
```

E_LUMO (alpha / beta): -0.2960 / -0.2961 hartree

Atom charges from the Löwdin analysis, given in e for atoms 1 to 8: 0.292 -0.152 -0.153 0.184 0.122 0.151 0.157 0.161

---

The calculated energies rank the structures as follows, beginning with the most stable: one, two.

---

## one
HN2O3S as an isolated structure. Source: OMol25; level of theory: ωB97M-V/def2-TZVPD.

Geometry as ORCA input:
```
! wB97M-V def2-TZVPD RIJCOSX def2/J DEFGRID3
* xyz -1 1
N -1.764 -2.569 0.880
N -0.705 -2.759 1.140
O 1.391 -0.779 -1.700
O 0.177 -3.271 1.703
O 0.383 -1.023 0.418
S 1.221 -0.142 -0.378
H 2.737 -0.128 0.580
*
```

E_LUMO: 0.1501 hartree

Taken from the Löwdin analysis, the atomic charges in e are: 0.197 -0.385 -0.621 0.045 -0.640 0.489 -0.084

---

## two
An isolated ion of composition HN2O3S and charge -1. Source: OMol25; level of theory: ωB97M-V/def2-TZVPD.

Geometry as ORCA input:
```
! wB97M-V def2-TZVPD RIJCOSX def2/J DEFGRID3
* xyz -1 1
N 0.990 0.890 -0.251
N 2.234 0.892 -0.054
O -1.863 -0.582 -1.414
O 0.165 -0.025 0.228
O -2.170 -1.059 0.983
S -1.824 -0.083 -0.045
H 2.468 -0.033 0.553
*
```

E_LUMO: 0.1469 hartree

Taken from the Löwdin analysis, the atomic charges in e are: -0.289 -0.055 -0.516 -0.389 -0.511 0.704 0.056

---

The calculated energies rank the structures as follows, beginning with the most stable: two, one.

---

## one
HN2O3S as an isolated structure. Source: OMol25; level of theory: ωB97M-V/def2-TZVPD.

Geometry as ORCA input:
```
! wB97M-V def2-TZVPD RIJCOSX def2/J DEFGRID3
* xyz -1 1
N -0.062 0.270 -1.608
N -0.307 -0.062 -0.410
O 0.214 1.031 2.084
O -0.910 -0.072 -2.427
O 1.442 -0.928 1.509
S 1.047 0.456 1.072
H -1.425 -0.695 -0.219
*
```

E_LUMO: 0.1437 hartree

Taken from the Löwdin analysis, the atomic charges in e are: -0.324 -0.217 -0.536 -0.219 -0.572 0.668 0.199

---

## two
HN2O3S as an isolated structure. Source: OMol25; level of theory: ωB97M-V/def2-TZVPD.

Geometry as ORCA input:
```
! wB97M-V def2-TZVPD RIJCOSX def2/J DEFGRID3
* xyz -1 1
N -0.595 -1.226 -1.139
N 0.367 -0.625 -1.215
O 1.419 -0.378 -1.726
O 1.559 0.738 1.313
O -1.444 0.507 1.497
S 0.423 1.103 0.443
H -1.728 -0.119 0.828
*
```

E_LUMO: 0.1462 hartree

Taken from the Löwdin analysis, the atomic charges in e are: 0.122 -0.511 -0.078 -0.700 -0.481 0.768 -0.121

---

The calculated energies rank the structures as follows, beginning with the most stable: one, two.

---

## one
The molecule C5H10OS. Source: OMol25; level of theory: ωB97M-V/def2-TZVPD.

Geometry as ORCA input:
```
! wB97M-V def2-TZVPD RIJCOSX def2/J DEFGRID3
* xyz 0 1
C -0.317 -2.306 0.147
C -0.849 -0.978 0.503
C 0.480 0.443 -1.156
C -0.071 1.400 1.088
C 0.207 0.078 0.289
O -1.875 -2.394 2.334
S -0.524 -1.978 1.951
H -1.031 -3.087 -0.068
H 0.747 -2.324 0.040
H -1.829 -0.740 0.308
H -0.354 1.062 -1.642
H 0.870 -0.281 -1.736
H 1.262 1.109 -1.160
H -0.858 1.848 0.676
H 0.933 2.013 1.131
H -0.272 1.129 2.242
H 1.237 -0.361 0.569
*
```

E_LUMO: 0.0298 hartree

Atom charges from the Löwdin analysis, given in e for atoms 1 to 8: -0.228 -0.453 -0.078 -0.058 -0.460 -0.565 0.962 0.094

---

## two
The molecule C5H10OS. Source: OMol25; level of theory: ωB97M-V/def2-TZVPD.

Geometry as ORCA input:
```
! wB97M-V def2-TZVPD RIJCOSX def2/J DEFGRID3
* xyz 0 1
C -2.347 -0.511 -1.465
C -1.013 -0.288 -0.978
C -0.616 -0.427 0.244
C 1.160 0.162 0.492
C 1.401 1.291 1.385
O 1.650 0.182 -0.781
S 1.912 -1.487 1.313
H -2.842 0.356 -2.080
H -3.030 -0.935 -0.691
H -2.426 -1.359 -2.155
H -0.229 0.035 -1.688
H -1.127 -0.631 1.194
H 2.518 1.351 1.683
H 0.737 1.480 2.238
H 1.097 2.248 0.912
H 2.446 0.726 -0.840
H 0.709 -2.194 1.216
*
```

SMILES: C/C=C/[C@](C)(O)S
E_LUMO: 0.0278 hartree

Atom charges from the Löwdin analysis, given in e for atoms 1 to 8: -0.133 -0.246 -0.028 -0.736 -0.138 -0.099 0.638 0.116

---

## three
A 2-piece molecular cluster, C5H10OS overall. Source: OMol25; level of theory: ωB97M-V/def2-TZVPD.

Geometry as ORCA input:
```
! wB97M-V def2-TZVPD RIJCOSX def2/J DEFGRID3
* xyz 0 1
C 1.738 -1.280 0.768
C 0.562 -0.939 1.191
C -0.606 -0.582 1.626
C -1.855 -1.401 1.502
H 2.072 -1.043 -0.230
H 2.432 -1.819 1.394
H -0.723 0.379 2.115
H -1.640 -2.366 1.054
H -2.575 -0.872 0.879
H -2.301 -1.551 2.486
C 0.980 1.914 -1.168
S -0.498 0.933 -1.552
O -0.821 1.481 -3.085
H 0.801 2.939 -1.493
H 1.854 1.495 -1.664
H 1.098 1.869 -0.090
H -0.516 0.840 -3.733
*
```

SMILES: C=C=CC.CSO
E_LUMO: 0.0257 hartree

Atom charges from the Löwdin analysis, given in e for atoms 1 to 8: 0.002 -0.159 -0.198 -0.099 0.048 0.055 0.108 0.076

---

## four
A 2-piece molecular cluster, C5H10OS overall. Source: OMol25; level of theory: ωB97M-V/def2-TZVPD.

Geometry as ORCA input:
```
! wB97M-V def2-TZVPD RIJCOSX def2/J DEFGRID3
* xyz 0 1
C 0.827 -0.443 1.503
C 0.245 2.208 -1.868
C -0.041 -1.361 1.182
C -0.701 -2.412 0.765
C -1.646 0.635 -0.721
O 0.071 -0.496 -2.241
S 0.226 0.732 -1.098
H 1.200 0.330 0.803
H 0.996 -0.282 2.555
H -0.049 2.033 -2.869
H 1.260 2.544 -1.773
H 0.972 -1.166 -2.468
H -0.185 -3.316 0.800
H -1.777 -2.540 0.664
H -2.166 1.324 -1.285
H -1.820 -0.387 -1.036
H -1.814 0.737 0.276
*
```

E_LUMO: 0.0127 hartree

Atom charges from the Löwdin analysis, given in e for atoms 1 to 8: -0.047 -0.375 -0.208 0.004 -0.163 -0.461 0.882 -0.003

---

The calculated energies rank the structures as follows, beginning with the most stable: three, one, two, four.

---

## one
The molecule C5H10OS. Source: OMol25; level of theory: ωB97M-V/def2-TZVPD.

Geometry as ORCA input:
```
! wB97M-V def2-TZVPD RIJCOSX def2/J DEFGRID3
* xyz 0 1
C 1.961 0.272 -0.422
C 0.841 -0.671 -0.355
S -0.534 -0.442 -1.585
C -1.374 -0.911 -0.032
C -0.150 -0.620 0.843
C -0.189 0.644 1.720
O -0.059 1.905 1.139
H 1.569 1.256 -0.322
H 2.658 0.034 0.436
H 2.483 0.279 -1.395
H 1.135 -1.733 -0.320
H -2.193 -0.209 0.095
H -1.648 -1.977 0.017
H 0.052 -1.448 1.570
H -1.160 0.590 2.292
H 0.560 0.598 2.524
H -0.977 2.154 0.829
*
```

SMILES: C[C@@H]1SC[C@@H]1CO
E_LUMO: 0.0276 hartree

Atom charges from the Löwdin analysis, given in e for atoms 1 to 8: -0.126 -0.600 0.845 -0.426 -0.372 -0.269 -0.076 0.049

---

## two
The molecule C5H10OS. Source: OMol25; level of theory: ωB97M-V/def2-TZVPD.

Geometry as ORCA input:
```
! wB97M-V def2-TZVPD RIJCOSX def2/J DEFGRID3
* xyz 0 1
C -2.006 -2.096 1.412
S -0.879 -2.636 0.182
O -0.025 -3.620 0.740
C 0.067 -1.122 0.258
C -0.153 -0.111 -0.792
C -0.387 1.255 -0.250
C 0.988 -0.088 -1.915
H -1.511 -1.993 2.390
H -2.841 -1.469 1.173
H 0.219 -0.741 1.342
H -1.095 -0.399 -1.373
H 0.172 1.964 -0.838
H 0.027 1.354 0.778
H -1.446 1.507 -0.281
H 0.740 0.687 -2.668
H 1.035 -0.961 -2.549
H 1.955 0.095 -1.558
*
```

SMILES: C=S(=O)=CC(C)C
E_LUMO (alpha / beta): -0.0306 / -0.0252 hartree

Atom charges from the Löwdin analysis, given in e for atoms 1 to 8: -0.134 0.721 -0.510 -0.189 -0.496 -0.094 -0.047 0.038

---

The calculated energies rank the structures as follows, beginning with the most stable: one, two.

---

## one
A 2-piece molecular cluster, C3H3NO overall. Source: OMol25; level of theory: ωB97M-V/def2-TZVPD.

Geometry as ORCA input:
```
! wB97M-V def2-TZVPD RIJCOSX def2/J DEFGRID3
* xyz 0 1
C 0.694 -0.078 0.624
C 1.055 -1.062 -0.204
O 1.288 -1.906 -0.944
H 0.418 0.747 0.120
H 0.832 -0.095 1.701
C -2.958 -0.908 0.195
N -3.462 -0.260 0.964
H -2.646 -1.764 -0.332
*
```

SMILES: C=C=O.C#N
E_LUMO: 0.0247 hartree

Taken from the Löwdin analysis, the atomic charges in e are: 0.010 -0.269 0.179 0.011 0.067 -0.101 0.058 0.044

---

## two
The molecule C3H3NO. Source: OMol25; level of theory: ωB97M-V/def2-TZVPD.

Geometry as ORCA input:
```
! wB97M-V def2-TZVPD RIJCOSX def2/J DEFGRID3
* xyz 0 1
C 0.031 0.773 0.112
C -1.076 -0.132 0.131
N -0.707 -1.359 -0.128
O 0.653 -1.306 -0.331
C 1.067 -0.044 -0.185
H 0.092 1.811 0.379
H -2.123 0.049 0.348
H 2.125 0.152 -0.278
*
```

SMILES: c1cnoc1
E_LUMO: 0.0386 hartree

Taken from the Löwdin analysis, the atomic charges in e are: -0.054 -0.150 0.054 -0.050 -0.136 0.097 0.112 0.126

---

## three
A 2-piece molecular cluster, C3H3NO overall. Source: OMol25; level of theory: ωB97M-V/def2-TZVPD.

Geometry as ORCA input:
```
! wB97M-V def2-TZVPD RIJCOSX def2/J DEFGRID3
* xyz 0 1
C 0.005 1.269 -0.582
C 0.099 1.039 0.704
O 0.183 0.794 1.846
H 0.504 0.593 -1.267
H -0.620 2.072 -0.945
C -0.087 -1.919 0.080
N 0.058 -2.107 -1.049
H -0.214 -1.709 1.124
*
```

SMILES: C=C=O.C#N
E_LUMO: 0.0289 hartree

Taken from the Löwdin analysis, the atomic charges in e are: 0.003 -0.301 0.137 0.054 0.064 -0.086 0.071 0.058

---

The calculated energies rank the structures as follows, beginning with the most stable: two, three, one.